# 1
{"formula": "C11H16O", "method": "ωB97M-V/def2-TZVPD", "homo_lumo_gap_ev": 10.2, "de_lowest_kcal_mol": 2.91, "smiles": "CCCC[C@H](O)c1ccccc1", "species": ["C", "C", "C", "C", "C", "O", "C", "C", "C", "C", "C", "C", "H", "H", "H", "H", "H", "H", "H", "H", "H", "H", "H", "H", "H", "H", "H", "H"], "positions_angstrom": [[1.52780, 2.33541, -0.62844], [2.69334, 1.57526, -0.00534], [2.22926, 0.32960, 0.75171], [1.83838, -0.82565, -0.17771], [0.58319, -1.57550, 0.30883], [0.41912, -2.80034, -0.37454], [-0.62366, -0.67141, 0.18176], [-1.22013, -0.11763, 1.30655], [-2.28517, 0.75749, 1.18256], [-2.77565, 1.08294, -0.06988], [-2.19818, 0.52477, -1.19717], [-1.12846, -0.34239, -1.07102], [0.98099, 1.71244, -1.33180], [0.83031, 2.65566, 0.14295], [1.88506, 3.21580, -1.15768], [3.40648, 1.28825, -0.78131], [3.21256, 2.23841, 0.68995], [1.37274, 0.60900, 1.36831], [3.02240, -0.00213, 1.42394], [1.64261, -0.44554, -1.18269], [2.65579, -1.54571, -0.25214], [0.71930, -1.86471, 1.35635], [0.26556, -2.61562, -1.30784], [-0.84738, -0.37434, 2.28807], [-2.73380, 1.18572, 2.06709], [-3.60557, 1.76688, -0.16815], [-2.57778, 0.77023, -2.17852], [-0.68402, -0.76116, -1.96492]], "forces_ev_per_a": [[0.2, -0.1, 0.0], [-0.2, 0.0, 0.2], [0.2, 0.1, -0.2], [-0.1, -0.2, 0.3], [0.3, 0.4, -0.1], [-0.1, -0.3, -0.3], [0.0, -0.1, 0.2], [0.1, -0.1, -0.1], [-0.1, 0.1, 0.1], [-0.1, 0.1, 0.1], [0.0, 0.0, -0.1], [0.0, 0.0, 0.1], [-0.1, 0.0, -0.1], [-0.1, 0.0, 0.1], [0.0, 0.1, -0.1], [0.1, 0.0, 0.0], [0.1, 0.0, 0.0], [0.0, 0.0, 0.1], [-0.1, 0.0, 0.1], [0.0, 0.0, -0.1], [0.0, 0.0, 0.0], [0.0, 0.1, -0.1], [0.0, 0.0, 0.0], [0.1, 0.0, 0.1], [0.0, 0.0, 0.1], [-0.1, 0.0, 0.0], [0.0, 0.0, -0.1], [0.1, 0.0, -0.1]], "mulliken_charge": [-0.99, -0.69, -0.28, -0.64, -0.65, -0.57, 0.92, -0.22, -0.68, -0.44, -0.70, -0.44, 0.22, 0.26, 0.39, 0.31, 0.36, 0.17, 0.36, 0.32, 0.35, 0.45, 0.39, 0.39, 0.39, 0.41, 0.38, 0.27]}

---

# 2
{"formula": "C11H16O", "method": "ωB97M-V/def2-TZVPD", "homo_lumo_gap_ev": [7.8, 8.5], "de_lowest_kcal_mol": 204.08, "species": ["C", "C", "C", "C", "C", "C", "C", "C", "C", "C", "C", "O", "H", "H", "H", "H", "H", "H", "H", "H", "H", "H", "H", "H", "H", "H", "H", "H"], "positions_angstrom": [[-4.65342, 1.15818, -0.10955], [-3.54142, 0.63821, -0.14098], [2.34874, -0.57497, -0.56082], [2.00109, 0.78840, 0.19505], [1.42033, -1.82194, -0.31693], [-0.49413, -0.05963, 0.26433], [0.53875, 1.27104, -0.07275], [0.08356, -1.46409, 0.21778], [0.14704, 2.09356, 1.09886], [0.32872, 1.76615, -1.36386], [-0.90118, -2.68498, 0.27301], [-0.00201, -0.72579, 1.39223], [-5.48735, 1.70416, -0.48886], [2.18950, -0.30632, -1.58835], [3.33832, -0.83830, -0.27731], [2.17311, 0.73509, 1.26303], [2.58106, 1.50028, -0.24635], [1.25743, -2.31374, -1.25670], [1.93327, -2.41122, 0.37724], [-0.86447, 2.40806, 0.92385], [0.91904, 2.91100, 1.10714], [0.14013, 1.42222, 2.03314], [-0.05804, 2.74713, -1.56937], [-2.86427, -0.21491, -0.05365], [0.71981, 1.19443, -2.26098], [-1.81354, -2.37271, 0.88277], [-0.28339, -3.37435, 0.92838], [-1.15672, -3.17498, -0.65036]], "forces_ev_per_a": [[2.3, -0.5, -1.0], [-2.3, -0.7, 0.5], [-2.1, 0.9, 1.0], [-2.1, -3.7, -0.3], [0.4, 3.0, -0.3], [3.0, -1.3, -0.1], [-0.7, -2.8, 2.3], [-2.9, -1.0, -1.5], [0.8, 0.5, 1.0], [0.7, -0.1, -2.9], [0.9, 1.0, 2.4], [-0.1, 1.2, 0.8], [-0.2, 0.1, 0.5], [0.8, 0.0, -0.7], [1.0, -0.1, -0.4], [0.0, -0.1, 0.1], [1.9, 2.0, -0.9], [0.2, -0.6, -0.4], [0.5, -1.5, 1.0], [-0.4, 0.8, 0.2], [-1.1, -0.3, 0.8], [0.3, 1.4, -1.3], [-0.3, 0.2, 0.0], [0.0, 1.1, -0.1], [-0.5, 0.8, 1.2], [1.1, -0.5, -1.0], [-1.1, 0.2, -0.7], [0.0, 0.0, -0.4]], "mulliken_charge": [-0.13, -0.39, -0.81, -1.26, -0.88, -0.96, 1.83, 1.64, -1.66, -1.24, -1.45, -0.51, 0.34, 0.24, 0.43, 0.40, 0.55, 0.35, 0.45, 0.46, 0.41, 0.27, 0.35, 0.28, 0.23, 0.36, 0.37, 0.32]}

---

# 3
{"formula": "C11H17AsAuN3OS2", "method": "ωB97M-V/def2-TZVPD", "homo_lumo_gap_ev": [6.2, 6.2], "total_charge": 2, "species": ["Au", "C", "S", "C", "S", "N", "N", "C", "C", "C", "C", "C", "C", "N", "H", "H", "H", "H", "H", "H", "H", "H", "C", "As", "C", "C", "O", "H", "H", "H", "H", "H", "H", "H", "H", "H"], "positions_angstrom": [[-0.37062, 0.63988, 0.08222], [-1.61470, -2.67477, 4.11633], [-2.14923, -0.93377, 4.07994], [-1.88333, -0.57408, 2.37575], [-0.27167, 0.08380, 2.27855], [-2.70773, -0.73288, 1.41254], [-2.18243, -0.31652, 0.21470], [-2.91063, -0.27382, -0.83795], [-2.31796, 0.17566, -2.09355], [-3.02915, 0.19238, -3.27341], [-2.35808, 0.53875, -4.44646], [-1.01178, 0.83310, -4.38796], [-0.36433, 0.81226, -3.15387], [-1.00532, 0.50752, -2.03564], [-1.70645, -2.95859, 5.16289], [-0.57918, -2.76493, 3.80117], [-2.27600, -3.28623, 3.50934], [-3.94707, -0.59074, -0.77117], [-4.07628, -0.07799, -3.28493], [-2.88604, 0.55718, -5.39014], [-0.45223, 1.08185, -5.27845], [0.68722, 1.05059, -3.06764], [0.85707, 5.35036, 0.85393], [1.49540, 3.60582, 0.45109], [2.66071, 3.68106, -1.05693], [2.45748, 2.90427, 1.94001], [0.12095, 2.64134, 0.10320], [1.71304, 6.00579, 1.01077], [0.24728, 5.30929, 1.75411], [0.25794, 5.71310, 0.02109], [3.44148, 4.41614, -0.86370], [2.08899, 3.97865, -1.93401], [3.11496, 2.70515, -1.21974], [3.26458, 3.58998, 2.19660], [2.87863, 1.93418, 1.67930], [1.78043, 2.80430, 2.78688]], "forces_ev_per_a": [[-1.2, 0.4, -0.4], [-0.1, 0.0, -0.1], [0.0, -0.1, 0.0], [0.2, 0.1, 0.0], [-0.1, 0.5, 0.2], [0.1, -0.2, 0.1], [0.3, -0.5, -0.1], [-0.1, 0.0, 0.1], [0.1, -0.2, 0.0], [0.0, -0.1, 0.0], [0.0, 0.0, 0.0], [0.0, 0.0, 0.0], [-0.1, 0.1, 0.0], [0.1, 0.3, 0.2], [0.0, 0.0, 0.0], [0.0, 0.0, 0.0], [0.0, 0.0, 0.0], [0.0, 0.1, 0.0], [0.0, 0.0, 0.0], [0.0, 0.0, 0.0], [0.0, 0.0, 0.0], [0.0, 0.0, 0.0], [-0.2, 0.0, 0.0], [0.1, -0.1, 0.1], [0.0, -0.1, -0.1], [-0.1, -0.1, 0.0], [0.9, -0.1, -0.1], [0.0, 0.0, 0.0], [0.0, 0.0, 0.0], [0.0, 0.0, 0.0], [0.0, 0.0, 0.0], [0.0, 0.0, 0.0], [0.0, 0.0, 0.0], [0.0, 0.0, 0.0], [0.0, 0.0, 0.0], [0.0, 0.0, 0.0]], "mulliken_charge": [0.71, -0.74, 0.02, 0.57, -0.12, -1.06, 0.44, -0.01, 0.83, -0.72, -0.23, -0.68, -0.04, -0.39, 0.33, 0.29, 0.32, 0.46, 0.39, 0.46, 0.39, 0.47, -1.02, 0.82, -1.05, -1.07, -0.73, 0.40, 0.36, 0.36, 0.40, 0.36, 0.35, 0.40, 0.37, 0.35]}

---

# 4
{"formula": "C11H17AsF6N4O4SZn", "method": "ωB97M-V/def2-TZVPD", "homo_lumo_gap_ev": [9.9, 6.1], "de_lowest_kcal_mol": 3.60, "multiplicity": 2, "total_charge": 1, "species": ["Zn", "C", "C", "N", "C", "C", "N", "C", "O", "O", "C", "O", "O", "H", "H", "H", "H", "H", "F", "As", "F", "F", "F", "F", "F", "C", "C", "N", "C", "S", "N", "C", "C", "H", "H", "H", "H", "H", "H", "H", "H", "H", "H", "H", "H"], "positions_angstrom": [[0.77764, 1.57435, 0.22956], [4.50519, 2.31675, -0.56940], [3.92436, 1.12365, 0.09398], [2.64326, 0.91008, 0.35654], [2.54233, -0.31665, 0.98708], [3.78631, -0.85134, 1.10135], [4.63106, 0.07265, 0.54044], [4.36802, -2.11380, 1.64689], [3.53200, -2.97810, 2.17494], [5.56241, -2.25281, 1.60694], [1.19563, -0.83802, 1.36744], [1.08323, -1.93128, 1.89125], [0.20512, -0.04986, 1.06160], [3.71154, 2.98290, -0.89824], [5.10079, 2.02306, -1.43352], [5.15128, 2.86065, 0.12016], [5.63194, -0.07064, 0.49470], [2.58760, -2.67709, 2.11167], [0.25318, 2.46985, -1.52173], [-0.03761, 4.22519, -1.01437], [1.64602, 4.44368, -1.18480], [-0.37242, 4.61181, -2.62971], [-0.30334, 5.74122, -0.33890], [-1.69003, 3.74394, -0.76702], [0.30149, 3.49949, 0.62704], [-4.50223, 1.53782, -4.34997], [-3.02355, 1.72975, -4.05019], [-2.73155, 1.76498, -2.61166], [-2.63144, 0.70258, -1.83851], [-2.34039, 0.95207, -0.13708], [-2.75100, -0.52926, -2.29375], [-2.65956, -1.74285, -1.46886], [-4.00109, -2.43695, -1.33951], [-4.65787, 1.51670, -5.42769], [-5.08759, 2.35779, -3.93669], [-4.88886, 0.60539, -3.93549], [-2.66564, 2.67554, -4.45112], [-2.40852, 0.95184, -4.50981], [-2.56513, 2.66497, -2.17848], [-2.98755, -0.65204, -3.26772], [-2.27131, -1.45250, -0.48858], [-1.90836, -2.39250, -1.91727], [-4.73155, -1.78813, -0.85654], [-3.89199, -3.33911, -0.73958], [-4.38665, -2.73087, -2.31673]], "forces_ev_per_a": [[0.1, 0.0, 0.0], [0.0, 0.0, 0.0], [0.0, 0.0, 0.1], [0.0, 0.0, 0.0], [0.0, 0.0, 0.0], [0.0, 0.0, 0.0], [0.0, 0.0, 0.0], [0.0, 0.1, 0.3], [0.0, -0.1, -0.1], [0.0, 0.0, -0.1], [0.0, 0.0, -0.1], [0.0, 0.0, 0.0], [0.0, 0.0, 0.0], [0.0, 0.0, 0.0], [0.0, 0.0, 0.0], [0.0, 0.0, 0.0], [0.0, 0.0, 0.0], [0.0, 0.0, 0.0], [-0.1, 0.1, 0.0], [0.1, -0.1, 0.0], [0.0, 0.0, 0.0], [0.0, 0.0, 0.0], [0.0, 0.0, 0.0], [0.0, 0.0, 0.0], [-0.1, 0.0, 0.0], [0.0, 0.0, 0.0], [0.0, 0.0, 0.0], [0.0, 0.0, 0.0], [0.0, 0.0, 0.0], [-0.1, 0.0, 0.1], [0.0, 0.0, 0.0], [0.0, 0.0, 0.0], [0.0, 0.0, 0.0], [0.0, 0.0, 0.0], [0.0, 0.0, 0.0], [0.0, 0.0, 0.0], [0.0, 0.0, 0.0], [0.0, 0.0, 0.0], [0.0, 0.0, 0.0], [0.0, 0.0, 0.0], [0.0, 0.0, 0.0], [0.0, 0.0, 0.0], [0.0, 0.0, 0.0], [0.0, 0.0, 0.0], [0.0, 0.0, 0.0]], "lowdin_spin": [0.00, 0.00, 0.00, 0.00, 0.00, 0.00, 0.00, 0.00, 0.00, 0.00, 0.00, 0.00, 0.01, 0.00, 0.00, 0.00, 0.00, 0.00, 0.00, 0.00, 0.00, 0.00, 0.00, 0.03, 0.00, 0.00, 0.00, 0.02, 0.07, 0.78, 0.01, 0.03, 0.00, 0.00, 0.00, 0.00, 0.00, 0.00, 0.01, 0.00, 0.02, 0.00, 0.00, 0.00, 0.00]}

---

# 5
{"formula": "C11H17B", "method": "ωB97M-V/def2-TZVPD", "homo_lumo_gap_ev": [6.7, 7.4], "de_lowest_kcal_mol": 63.33, "species": ["B", "C", "C", "C", "C", "C", "C", "C", "C", "C", "C", "C", "H", "H", "H", "H", "H", "H", "H", "H", "H", "H", "H", "H", "H", "H", "H", "H", "H"], "positions_angstrom": [[0.62492, -0.37449, -0.08224], [-3.63595, 0.29861, -0.23769], [-2.91845, 0.19326, -1.40578], [-2.98891, 0.18956, 0.96757], [-1.57089, -0.12752, -1.35002], [-1.61720, -0.10611, 1.04727], [-0.86379, -0.21722, -0.13164], [0.34691, 3.04824, -0.05842], [1.26368, -2.82970, -0.30190], [3.11329, -1.16820, 0.20173], [1.42860, 2.18087, 0.43802], [1.58710, -1.55406, 0.39722], [-4.69896, 0.65800, -0.13044], [-3.39764, 0.07540, -2.34159], [-3.65755, 0.53999, 1.77227], [-1.05337, -0.02839, -2.22534], [-1.25760, -0.33603, 2.14743], [-0.53468, 2.78697, 0.45888], [0.47111, 4.14696, 0.09674], [0.01993, 2.93075, -1.05473], [1.73429, -3.00960, -1.37640], [0.18070, -3.03966, -0.42523], [1.71578, -3.63533, 0.13621], [3.61714, -2.02501, 0.55721], [3.44905, -0.87553, -0.83867], [3.37759, -0.19996, 0.87766], [2.32935, 2.11408, -0.17159], [1.47615, 2.14941, 1.55260], [1.45941, -1.78529, 1.48087]], "forces_ev_per_a": [[1.5, 1.2, 2.2], [-1.4, 1.2, 0.4], [0.3, -1.6, 0.3], [0.1, 0.7, 0.5], [-0.9, 1.2, 2.3], [-0.7, -0.6, 2.6], [-1.1, -0.4, -0.3], [-0.2, 1.1, 0.5], [-0.7, -0.3, -4.1], [-0.8, 2.9, 0.9], [0.0, -1.9, -0.2], [0.9, 2.0, -0.9], [1.1, -0.7, -0.8], [-0.5, 0.6, -0.9], [1.0, -0.8, 0.4], [1.4, -0.4, -2.3], [-0.1, 0.8, -2.5], [-1.3, -0.1, 1.0], [0.3, -0.6, 0.1], [0.3, -0.3, -1.5], [-1.0, 1.2, 1.7], [0.6, 0.2, 0.2], [0.9, -2.2, 1.8], [1.3, -0.7, 0.3], [-0.7, -0.6, 1.0], [-0.6, -2.4, -1.4], [0.1, 0.1, 0.6], [0.4, -0.2, -1.1], [-0.2, 0.7, -0.5]], "mulliken_charge": [0.17, -0.24, -0.66, -0.34, -0.72, -0.25, 0.52, -1.01, -1.55, -1.29, -0.62, 0.65, 0.28, 0.38, 0.28, 0.44, 0.16, 0.26, 0.32, 0.33, 0.29, 0.32, 0.51, 0.48, 0.28, 0.21, 0.32, 0.32, 0.14]}

---

# 6
{"formula": "C11H17BF5O5", "method": "ωB97M-V/def2-TZVPD", "homo_lumo_gap_ev": 6.4, "total_charge": -1, "species": ["F", "C", "F", "F", "C", "F", "F", "C", "C", "C", "B", "O", "C", "C", "O", "H", "H", "H", "H", "H", "H", "H", "H", "H", "H", "H", "C", "C", "C", "O", "C", "O", "O", "H", "H", "H", "H", "H", "H"], "positions_angstrom": [[-1.58975, 0.94446, 3.39833], [-0.53534, 0.76133, 2.58484], [0.51623, 1.37093, 3.12656], [-0.27876, -0.55826, 2.54807], [-0.83894, 1.27799, 1.15539], [-1.71647, 0.36115, 0.63837], [-1.55260, 2.41863, 1.30118], [0.32324, 1.47588, 0.23356], [1.30194, 2.60515, 0.60691], [2.68414, 2.11731, 1.07111], [3.81802, 2.17165, -0.10496], [3.58361, 3.28492, -1.07688], [3.56587, 2.78147, -2.37835], [4.00662, 1.31536, -2.26327], [3.66869, 0.94298, -0.96710], [-0.14856, 1.66691, -0.73436], [0.85206, 0.52516, 0.14031], [0.83269, 3.25815, 1.34873], [1.44123, 3.21450, -0.28836], [3.00010, 2.66513, 1.96412], [2.61199, 1.06520, 1.37739], [4.97440, 2.23245, 0.39545], [4.23254, 3.36815, -3.02679], [2.54818, 2.83272, -2.80538], [3.48316, 0.68911, -2.99860], [5.09169, 1.20876, -2.44027], [-3.01630, -2.54871, 1.05968], [-3.42976, -3.03030, -0.30208], [-4.62350, -3.96470, -0.34082], [-4.35566, -4.76835, -1.49321], [-3.01041, -4.77969, -1.68938], [-2.45293, -5.49830, -2.45401], [-2.41395, -3.86952, -0.89379], [-2.84415, -3.39267, 1.72974], [-2.10507, -1.95556, 1.00806], [-3.80670, -1.92277, 1.47606], [-3.58854, -2.18930, -0.98326], [-5.58072, -3.46514, -0.46312], [-4.64827, -4.61218, 0.54012]], "forces_ev_per_a": [[0.0, -0.1, -0.1], [0.2, -0.1, -0.1], [-0.2, 0.0, 0.0], [0.0, 0.1, 0.0], [0.1, -0.1, 0.3], [-0.2, -0.2, -0.2], [-0.2, 0.4, 0.1], [0.1, -0.1, -0.2], [0.0, 0.0, 0.0], [0.0, -0.1, 0.0], [0.2, -0.3, 0.0], [0.1, 0.2, 0.1], [0.0, 0.0, 0.0], [0.0, 0.0, -0.1], [-0.2, 0.0, 0.1], [0.0, 0.0, 0.0], [0.0, 0.0, 0.0], [0.0, 0.0, 0.0], [0.0, 0.1, 0.1], [0.0, 0.1, 0.0], [0.1, 0.0, 0.1], [-0.2, 0.0, -0.2], [0.0, 0.0, -0.1], [0.0, 0.0, 0.0], [0.1, -0.1, 0.0], [0.0, 0.1, 0.0], [0.1, -0.1, 0.1], [0.0, 0.0, -0.1], [0.0, 0.0, 0.0], [0.0, 0.0, 0.0], [0.0, 0.0, 0.0], [0.0, 0.0, 0.0], [0.0, 0.0, 0.0], [0.0, 0.0, 0.0], [-0.1, 0.0, 0.0], [0.0, 0.0, 0.0], [0.0, 0.0, 0.0], [0.0, 0.0, -0.1], [0.0, 0.0, 0.0]], "mulliken_charge": [-0.30, 0.68, -0.23, -0.27, 0.80, -0.30, -0.33, -1.04, -0.49, -0.91, 0.57, -0.62, -0.36, -0.44, -0.64, 0.41, 0.41, 0.41, 0.52, 0.19, 0.29, -0.32, 0.27, 0.21, 0.26, 0.25, -1.29, 0.47, -0.46, -0.34, 0.64, -0.54, -0.32, 0.38, 0.18, 0.39, 0.26, 0.30, 0.30]}

---

Number 1: maximum force 0.49 eV/A. Number 2: maximum force 4.29 eV/A. Number 3: maximum force 1.37 eV/A. Number 4: maximum force 0.29 eV/A. Number 5: maximum force 4.22 eV/A. Number 6: maximum force 0.45 eV/A.